[1]
Molecular formula: C6H12FN
Method: DFT, ωB97M-V/def2-TZVPD

Positions of all 20 atoms, in Å:
C  0.05  2.44  0.71
C  0.25  1.03  1.31
C  -0.99  -0.51  0.89
C  0.45  -0.14  0.35
C  0.75  -0.05  -1.10
C  0.85  -1.38  -1.75
H  -0.46  3.15  1.32
H  -0.61  2.40  -0.24
H  1.03  2.82  0.32
H  1.09  1.05  2.00
H  -1.79  1.18  1.83
H  -1.18  -1.52  1.19
H  -1.58  -0.22  0.00
H  1.24  -0.82  0.83
H  1.72  0.47  -1.20
H  0.11  0.64  -1.63
H  1.55  -2.05  -1.16
H  1.18  -1.29  -2.80
N  -0.99  0.56  1.91
F  -0.39  -2.01  -1.81

As for the energy above the lowest of the compared OMol25 structures with the same formula, charge and spin: 36.01 kcal per mole. The charge is 0. The HOMO energy is -0.32417 Ha. The gap between HOMO and LUMO is 9.848 eV. The multiplicity is 1. For the lowest unoccupied orbital energy, the calculation gives 0.0377 hartree.

---

[2]
Molecular formula: C6H12GaN2OP
Method: DFT, ωB97M-V/def2-TZVPD

Positions of all 23 atoms, in Å:
C  -0.58  -0.74  -2.34
C  -0.67  0.13  -3.39
C  -0.30  1.50  -3.35
C  0.30  2.15  -2.24
C  0.65  1.59  -1.03
Ga  0.26  -0.21  -0.69
P  0.54  -2.43  0.18
H  -0.86  -1.80  -2.43
H  -1.07  -0.19  -4.37
H  -0.48  2.11  -4.25
H  1.06  2.22  -0.25
H  0.45  3.23  -2.43
H  1.72  -2.79  0.93
H  0.37  -3.48  -0.79
H  -0.56  -2.66  1.07
N  0.82  -0.56  3.20
C  -0.12  0.26  2.67
N  -0.87  0.95  3.57
O  -0.31  0.45  1.43
H  0.75  -0.81  4.19
H  1.39  -1.14  2.58
H  -1.59  1.56  3.19
H  -0.87  0.67  4.54

The charge is 0. The HOMO energy is -0.19763 Ha. The gap between HOMO and LUMO is 5.241 eV. The multiplicity is 1. For the lowest unoccupied orbital energy, the calculation gives -0.0050 hartree.

---

no.,F_max (eV/Å)
1,3.363
2,2.552